1.
Density functional theory data (the ωB97M-V functional and the def2-TZVPD basis) for C15H29NO4S in the gas phase.

Each line ends with the natural charge from an NBO analysis.
Cartesian coordinates (Å):
C  5.0195  4.1215  0.2452  -0.60
C  3.7725  3.2945  0.5332  -0.39
C  3.7077  2.0427  -0.3388  -0.40
C  2.4626  1.2088  -0.0452  -0.39
C  2.2898  0.0218  -0.9942  -0.40
C  3.4077  -1.0221  -0.9372  -0.40
C  3.6360  -1.6581  0.4373  -0.39
C  2.3859  -2.2448  1.0934  -0.41
C  1.7292  -3.3552  0.2751  -0.44
C  0.3633  -3.7327  0.8454  -0.06
O  -0.5063  -2.6023  0.9113  -0.52
C  -0.9908  -2.1524  -0.2603  0.90
O  -0.8502  -2.6916  -1.3308  -0.66
N  -1.6541  -0.9844  -0.0732  -0.67
C  -2.3474  -0.3207  -1.1505  -0.07
C  -1.6214  0.9784  -1.5600  -0.42
C  -1.7454  1.9658  -0.4152  -0.66
S  -3.2873  1.4657  0.4400  2.15
O  -4.2646  2.5159  0.4175  -0.93
O  -2.9433  0.9048  1.7211  -0.96
C  -3.7287  0.0968  -0.6880  -0.66
H  5.9174  3.5377  0.4367  0.20
H  5.0346  4.4389  -0.7954  0.20
H  5.0462  5.0078  0.8746  0.21
H  3.7670  3.0012  1.5856  0.19
H  2.8840  3.9057  0.3567  0.19
H  4.6033  1.4446  -0.1634  0.19
H  3.7048  2.3370  -1.3914  0.19
H  2.4984  0.8577  0.9872  0.20
H  1.5839  1.8544  -0.1389  0.19
H  2.2360  0.3990  -2.0197  0.20
H  1.3372  -0.4669  -0.7784  0.20
H  3.1726  -1.8042  -1.6618  0.20
H  4.3450  -0.5645  -1.2600  0.20
H  4.0572  -0.9107  1.1127  0.20
H  4.3818  -2.4491  0.3239  0.20
H  2.6611  -2.6431  2.0736  0.20
H  1.6555  -1.4523  1.2615  0.20
H  2.3604  -4.2450  0.2627  0.21
H  1.5808  -3.0298  -0.7542  0.22
H  -0.1006  -4.5088  0.2279  0.20
H  0.4441  -4.0761  1.8784  0.19
H  -1.7923  -0.6332  0.8660  0.43
H  -2.3662  -1.0231  -1.9917  0.26
H  -2.0966  1.3723  -2.4592  0.22
H  -0.5789  0.7596  -1.7906  0.24
H  -0.9440  1.8735  0.3111  0.25
H  -1.8533  2.9966  -0.7328  0.26
H  -4.3470  0.4900  -1.4875  0.25
H  -4.2505  -0.6709  -0.1278  0.26

Cartesian forces, eV/Å:
-0.2 0.0 0.1
0.3 -0.1 -0.2
-0.4 0.1 0.4
0.2 -0.1 -0.3
0.1 0.0 0.1
-0.1 0.0 0.1
-0.1 0.0 0.0
0.2 -0.1 -0.2
-0.3 0.3 0.3
0.3 -0.4 -0.4
-0.2 0.2 0.1
0.0 0.2 0.2
0.1 -0.3 -0.3
0.0 0.0 0.3
0.4 -0.4 -0.6
0.1 -0.3 -0.3
-0.6 -0.2 0.2
-0.4 0.5 -0.2
-0.1 0.1 -0.3
0.3 -0.4 0.2
0.4 0.5 0.4
0.1 0.0 0.0
0.1 0.1 -0.1
0.1 0.1 0.0
-0.1 0.0 0.0
-0.1 0.0 0.1
0.1 0.0 -0.1
0.1 0.0 -0.1
-0.1 0.0 0.1
0.0 0.0 0.1
-0.1 0.0 0.0
-0.1 0.0 -0.1
0.1 0.0 -0.1
0.0 0.0 -0.1
0.1 0.0 0.0
0.1 0.0 0.1
-0.1 0.1 0.1
0.0 0.0 0.1
0.0 -0.1 -0.1
0.0 -0.1 -0.1
0.0 0.1 0.2
0.0 0.0 -0.1
0.1 -0.2 0.0
-0.1 0.2 0.2
0.0 0.0 0.0
0.0 0.0 0.0
0.0 0.0 0.1
-0.1 0.1 0.0
0.0 0.1 -0.1
-0.1 0.0 0.1

Results
SMILES: CCCCCCCCCCOC(=O)N[C@@H]1CCS(=O)(=O)C1
Calculated total energy in hartree: -1342.888608
Kohn-Sham gap in eV: 10.690
Spin multiplicity: 1
Highest occupied orbital energy in Ha: -0.36902
Maximum force in eV/Å: 0.80
Charge: 0
LUMO energy in Ha: 0.02384

=====

2.
Density functional theory data (the ωB97M-V functional and the def2-TZVPD basis) for an isolated ion of composition C15H29O2 and charge -1 in a non-equilibrium geometry.

Each line ends with the natural charge from an NBO analysis.
Cartesian coordinates (Å):
C  2.7392  -2.6711  1.2547  -0.63
C  3.3475  -1.2273  0.7814  -0.42
C  2.5864  -0.0789  1.6006  -0.41
C  2.7646  1.4135  1.0274  -0.43
C  3.4953  1.5252  -0.3941  -0.41
C  2.5995  1.1358  -1.6691  -0.40
C  1.0199  1.3108  -1.4733  -0.43
C  0.3139  0.0144  -0.8412  -0.44
C  -1.1130  -0.3416  -1.5218  -0.42
C  -1.6807  -1.6225  -0.7374  -0.41
C  -3.2709  -1.8052  -0.8075  -0.40
C  -4.0950  -0.4512  -0.6035  -0.41
C  -3.9947  0.1621  0.8775  -0.42
C  -3.6396  1.7406  0.8744  -0.51
C  -2.0454  1.8612  1.0785  0.75
O  -1.3814  2.6105  0.2861  -0.76
O  -1.3874  1.1920  2.1064  -0.85
H  1.8466  -2.5659  1.9538  0.22
H  3.5659  -3.3595  1.6574  0.20
H  2.3395  -3.2080  0.3106  0.20
H  3.2005  -1.1955  -0.3453  0.21
H  4.4416  -1.2237  1.1161  0.19
H  3.0397  -0.0910  2.6654  0.19
H  1.4830  -0.3338  1.7341  0.24
H  3.4407  1.9759  1.7804  0.19
H  1.7491  1.9378  1.0859  0.26
H  4.5087  0.9686  -0.3832  0.20
H  3.7812  2.6396  -0.5213  0.20
H  2.9073  1.8474  -2.5237  0.19
H  2.8523  0.0775  -2.0555  0.18
H  0.7856  2.2307  -0.8209  0.26
H  0.5311  1.5127  -2.4896  0.19
H  0.0534  0.2950  0.2515  0.26
H  1.0024  -0.9027  -0.7583  0.18
H  -1.7447  0.5994  -1.4215  0.24
H  -0.8985  -0.6415  -2.6056  0.18
H  -1.2619  -1.6615  0.3383  0.22
H  -1.2233  -2.5485  -1.2615  0.19
H  -3.5743  -2.3741  -1.7651  0.19
H  -3.5638  -2.5088  0.0601  0.19
H  -5.2062  -0.7070  -0.8035  0.19
H  -3.8267  0.3127  -1.4276  0.20
H  -5.0516  0.0863  1.3405  0.18
H  -3.3088  -0.4443  1.5653  0.24
H  -3.8895  2.1774  -0.1638  0.20
H  -4.2377  2.3367  1.6479  0.21

Cartesian forces, eV/Å:
0.2 -0.2 -1.3
-0.8 -1.0 1.4
0.4 0.1 0.2
0.6 0.0 0.7
-0.2 0.8 0.1
0.1 0.3 -0.7
0.0 -0.4 -0.1
-0.8 0.8 1.1
1.7 -0.6 0.9
0.2 -0.4 -0.7
0.0 -0.2 0.8
-0.6 -0.5 -0.5
-1.3 0.5 0.2
0.9 -0.9 -0.4
3.7 -0.2 2.4
-2.0 -1.3 1.0
-3.6 2.0 -3.9
1.4 -0.1 -0.7
-1.4 1.0 -0.2
0.5 0.8 1.5
0.5 0.4 1.6
-1.4 0.2 -1.0
-0.8 -0.1 -1.6
1.5 0.4 -0.4
-1.0 -0.8 -1.2
1.4 -0.7 -0.4
-1.7 0.7 0.0
-0.5 -1.7 0.2
-0.3 -1.1 1.2
-0.5 1.5 0.7
0.3 -1.5 -1.0
0.8 -0.3 1.2
0.3 -0.5 -1.6
-0.9 1.2 -0.5
0.7 -1.4 -0.3
-0.6 0.6 1.2
-1.0 0.4 -1.6
-0.6 1.3 0.9
0.5 1.1 1.3
0.4 1.0 -1.3
1.7 0.4 0.3
-0.2 -1.1 1.5
1.5 -0.1 -0.7
-0.7 1.2 -1.1
0.4 -0.6 1.6
1.1 -1.0 -0.9

Results
SMILES: CCCCCCCCCCCCCCC(=O)[O-]
Calculated total energy in hartree: -739.352605
Kohn-Sham gap in eV: 7.552
Spin multiplicity: 1
Highest occupied orbital energy in Ha: -0.15474
Maximum force in eV/Å: 5.64
Charge: -1
LUMO energy in Ha: 0.12281

=====

3.
Density functional theory data (the ωB97M-V functional and the def2-TZVPD basis) for C15H30AlO5 as an isolated structure in a non-equilibrium geometry.

Each line ends with the natural charge from an NBO analysis.
Cartesian coordinates (Å):
C  -0.0335  5.5814  -3.8318  -0.43
C  0.3381  4.3989  -4.2937  0.04
C  0.4384  2.9644  -5.0102  -1.02
Al  1.1138  1.4956  -3.7174  1.41
C  -0.0885  -0.1771  -3.9973  -1.01
C  -1.0162  -0.5256  -2.7249  -0.07
O  -2.4263  -0.8094  -3.0859  -0.58
C  -3.2429  0.3764  -2.9247  -0.07
C  -4.1909  0.3650  -1.6149  -0.65
C  1.1189  2.0694  -1.7474  -0.61
O  2.4811  2.3949  -1.2382  -0.58
C  2.3200  2.4253  0.2171  -0.07
C  3.1483  1.2849  0.9969  -0.42
C  2.6499  -0.2276  0.7308  -0.63
H  -0.2019  6.7190  -3.7087  0.24
H  1.2216  3.0874  -5.8635  0.24
H  -0.5631  2.6103  -5.4759  0.23
H  2.6132  1.1545  -4.2104  -0.43
H  0.6410  -1.0293  -4.2954  0.21
H  -0.8130  0.0338  -4.8823  0.21
H  -0.5636  -1.4673  -2.2040  0.17
H  -1.0623  0.2923  -1.9199  0.16
H  -3.9632  0.4351  -3.8410  0.17
H  -2.6293  1.3659  -2.9410  0.19
H  -3.6609  0.0407  -0.6489  0.21
H  -4.6057  1.4440  -1.4679  0.20
H  -5.1404  -0.2980  -1.7469  0.20
H  0.7962  1.1292  -1.1307  0.14
H  0.3527  2.9088  -1.4903  0.17
H  2.7676  3.4509  0.5571  0.16
H  1.2044  2.4682  0.5483  0.18
H  3.0083  1.4951  2.1342  0.19
H  4.2718  1.4603  0.7764  0.21
H  2.5820  -0.7440  1.7748  0.20
H  3.4693  -0.8059  0.1588  0.21
H  1.6070  -0.3236  0.2656  0.22
C  0.0896  -3.7071  7.0171  -0.64
C  0.2938  -2.3486  6.3700  -0.07
O  0.6429  -2.4747  4.9870  -0.50
C  -0.3612  -2.8258  4.1604  0.98
O  -1.5085  -3.0342  4.4818  -0.65
O  0.1411  -2.9319  2.9169  -0.49
C  -0.8041  -3.4077  1.9572  -0.26
H  0.9743  -4.3343  6.8767  0.21
H  -0.1049  -3.5990  8.0867  0.21
H  -0.7515  -4.2408  6.5700  0.23
H  1.1288  -1.8405  6.8581  0.19
H  -0.5861  -1.7077  6.4856  0.19
H  -1.7039  -2.7883  1.9471  0.20
H  -1.0544  -4.4494  2.1670  0.18
H  -0.3378  -3.3540  0.9720  0.21

Cartesian forces, eV/Å:
2.1 -4.9 -2.7
-3.0 4.8 0.7
0.2 2.0 0.1
0.0 -0.1 -0.1
-0.8 -0.1 0.0
0.9 -0.7 0.0
0.4 1.5 0.7
-1.1 0.5 -0.4
-0.6 0.4 -0.1
-0.5 -0.8 0.3
-2.4 -0.4 2.0
1.2 1.3 0.8
-0.6 0.6 0.2
0.8 -0.3 1.1
0.5 -2.8 -0.1
-1.4 -0.2 1.5
1.4 1.1 0.8
0.1 -0.1 0.0
-1.6 1.1 0.5
1.2 -0.5 1.3
-1.1 1.5 -0.8
0.3 -1.0 -1.2
1.3 -0.1 1.5
-0.8 -1.8 0.1
-0.6 0.5 -1.5
0.8 -1.8 -0.2
1.8 0.9 0.1
0.2 1.5 -1.0
1.3 -1.1 -0.2
-0.6 -1.6 -0.4
1.9 -0.4 -0.7
0.2 -0.2 -1.9
-1.9 -0.6 0.2
0.1 0.8 -1.8
-1.7 0.9 0.6
1.7 0.3 0.4
-0.1 -0.3 -0.2
-0.2 -0.1 0.5
-0.3 0.0 -0.4
0.2 -0.1 -0.1
0.6 0.2 -0.1
-0.2 0.1 0.7
-0.2 -0.1 -0.5
0.0 0.1 0.1
0.1 0.0 -0.1
0.0 0.2 0.1
0.0 0.0 -0.4
0.0 -0.2 -0.2
0.1 -0.2 0.1
-0.1 0.1 0.1
0.2 0.1 0.3

Results
Calculated total energy in hartree: -1207.988852
Kohn-Sham gap in eV: 7.159
Spin multiplicity: 1
Highest occupied orbital energy in Ha: -0.17718
Maximum force in eV/Å: 5.96
Charge: -1
LUMO energy in Ha: 0.08591

=====

4.
Density functional theory data (the ωB97M-V functional and the def2-TZVPD basis) for C15H30BCl2F4N3S5SeW as an isolated structure.

Each line ends with the Löwdin spin population.
Cartesian coordinates (Å):
W  -0.2052  -0.2029  -0.8415  1.64
C  -1.6087  -3.4558  1.1459  0.00
C  -0.1037  -3.2696  1.2054  0.01
S  0.6407  -1.6070  1.0201  0.04
C  0.2227  -0.6382  2.5085  0.01
C  -1.0397  0.2265  2.4792  0.01
S  -1.8418  0.1853  0.8596  0.02
C  -3.0313  1.5465  0.9498  0.01
C  -4.1691  1.1758  1.8995  0.00
S  -5.1722  -0.1934  1.2645  0.00
C  -4.9818  -1.5479  2.4686  0.00
C  -4.1858  -2.7459  1.9350  0.00
S  -2.4799  -2.7524  2.5661  0.00
H  -1.7825  -4.5331  1.1033  0.00
H  -2.0153  -3.0206  0.2325  0.00
H  0.3753  -3.8194  0.3930  0.00
H  0.3264  -3.6369  2.1397  0.00
H  1.0927  0.0032  2.6260  0.00
H  0.1999  -1.3383  3.3428  0.00
H  -0.7934  1.2670  2.6956  0.00
H  -1.7767  -0.1432  3.1829  0.00
H  -3.4004  1.6666  -0.0690  0.00
H  -2.4946  2.4482  1.2516  0.00
H  -4.8084  2.0554  1.9859  0.00
H  -3.8086  0.9521  2.9028  0.00
H  -5.9970  -1.8661  2.7001  0.00
H  -4.5691  -1.1495  3.3964  0.00
H  -4.1416  -2.7007  0.8467  0.00
H  -4.6647  -3.6813  2.2191  0.00
Se  -1.0720  -2.1721  -2.1283  0.03
C  -2.8010  -1.5298  -2.1117  0.02
N  -3.8537  -1.0595  -2.0911  0.01
F  3.5479  -1.2289  -0.8827  0.00
B  2.9241  -1.8169  -1.8979  0.00
F  1.3615  -0.2490  -1.9802  0.09
F  3.3237  -1.6121  -3.1288  0.00
F  2.0162  -2.7526  -1.6212  0.00
Cl  -0.3805  0.4217  -4.9236  0.00
C  -1.7739  1.0309  -4.0951  0.01
Cl  -1.3649  1.5277  -2.3622  0.03
H  -2.5586  0.2886  -4.0082  0.00
H  -2.1144  1.9640  -4.5296  0.00
C  1.9404  2.8424  -2.5948  0.00
N  2.8941  2.1606  -1.7269  0.00
C  4.0931  1.6873  -2.4305  0.00
C  2.6430  1.8271  -0.4702  0.01
S  0.9824  1.7606  0.1515  0.06
N  3.6369  1.6055  0.3817  0.00
C  4.9322  2.2901  0.2719  0.00
C  3.4644  0.8173  1.5998  0.00
H  2.4888  3.5758  -3.1847  0.00
H  1.1868  3.3562  -2.0081  0.00
H  1.4734  2.1256  -3.2711  0.00
H  3.7660  1.2797  -3.3866  0.00
H  4.5715  0.8942  -1.8653  0.00
H  4.7969  2.4977  -2.6151  0.00
H  4.8513  3.1371  -0.4019  0.00
H  5.7185  1.6174  -0.0678  0.00
H  5.1909  2.6604  1.2627  0.00
H  2.8114  -0.0289  1.4062  0.00
H  3.0780  1.4308  2.4155  0.00
H  4.4391  0.4269  1.8839  0.00

Cartesian forces, eV/Å:
0.3 0.2 0.0
0.0 0.0 0.0
-0.1 0.0 0.0
0.1 0.1 0.0
0.0 0.0 0.0
0.0 0.0 -0.1
-0.1 -0.1 0.1
0.0 0.0 0.0
0.0 0.0 0.0
0.1 0.0 0.0
0.0 0.0 0.0
0.0 0.1 0.0
0.1 0.1 0.1
0.0 0.0 0.0
0.0 0.0 0.1
0.0 0.0 0.0
0.0 0.0 0.0
0.0 0.0 0.1
0.0 0.0 0.0
0.0 0.0 -0.1
0.0 0.0 0.1
0.0 0.0 0.0
0.0 0.0 0.0
0.0 0.0 0.0
0.0 0.0 0.0
0.0 0.0 0.0
0.0 0.0 0.0
0.0 0.0 0.0
0.0 0.0 0.0
-0.1 -0.1 -0.1
0.0 0.1 -0.1
0.0 0.0 0.0
0.0 0.0 0.0
0.0 -0.1 0.0
-0.1 0.1 0.0
0.0 0.0 0.0
0.0 0.0 0.0
0.0 0.0 0.0
0.0 0.0 0.1
0.0 0.0 -0.1
0.0 0.0 0.0
0.0 0.0 0.0
0.0 0.0 0.0
0.0 0.0 0.1
0.0 0.0 0.0
0.0 -0.1 0.0
-0.1 0.0 0.0
0.0 0.0 0.0
0.0 0.0 0.0
0.0 0.0 0.0
0.0 0.0 0.0
0.0 0.0 0.0
0.0 0.0 0.0
0.0 0.0 0.0
0.0 0.0 0.0
0.0 0.0 0.0
0.0 0.0 0.0
0.0 0.0 0.0
0.0 0.0 0.0
0.1 0.0 0.0
0.0 0.0 0.0
0.0 0.0 0.0

Results
Calculated total energy in hartree: -6557.652190
Kohn-Sham gap (alpha / beta) in eV: 5.590 / 6.061
Spin multiplicity: 3
Highest occupied orbital energy (alpha / beta) in Ha: -0.50214 / -0.50466
Maximum force in eV/Å: 0.38
Charge: +2
LUMO energy (alpha / beta) in Ha: -0.29671 / -0.28193

=====

Question: Among the records above, which one has the highest calculated total energy?
Answer: C15H29O2

=====

Question: Among the records above, which one has the lowest calculated total energy?
Answer: C15H30BCl2F4N3S5SeW

=====

Question: What is the formula in the fourth record?
Answer: C15H30BCl2F4N3S5SeW